Record 1
{"formula": "C4H6O2", "method": "ωB97M-V/def2-TZVPD", "homo_energy_ev": -9.95, "smiles": "CC(=O)CC=O", "e_lumo_ev": 0.5, "de_lowest_kj_mol": 74.4, "e_tot_ev": -8339.6900, "largest_force_ev_per_a": 0.5, "symbols": ["C", "C", "O", "C", "C", "O", "H", "H", "H", "H", "H", "H"], "coordinates": [[0.4172, -1.1760, -1.0438], [0.1991, -0.8089, 0.4024], [0.6343, -1.4587, 1.3251], [-0.6226, 0.4601, 0.6672], [0.1459, 1.7013, 0.2529], [0.3859, 1.9801, -0.8978], [0.7969, -0.3146, -1.6024], [-0.5395, -1.4535, -1.5018], [1.1089, -2.0175, -1.1081], [-1.5407, 0.4223, 0.0685], [-0.8691, 0.4913, 1.7307], [0.5020, 2.3501, 1.0771]], "lowdin_charge": [-0.0090, -0.4404, 0.0866, -0.0810, -0.2417, 0.0502, 0.0783, 0.0945, 0.0872, 0.1313, 0.1175, 0.1266]}

=====

Record 2
{"formula": "C29H38CsN10O2S2", "method": "ωB97M-V/def2-TZVPD", "homo_energy_ev": -10.64, "e_lumo_ev": -2.1, "de_lowest_kj_mol": 9.8, "total_charge": 1, "e_tot_ev": -71899.7108, "largest_force_ev_per_a": 1.1, "symbols": ["Cs", "C", "N", "C", "N", "C", "N", "C", "C", "C", "C", "C", "C", "C", "N", "N", "C", "O", "C", "C", "C", "C", "C", "C", "N", "C", "N", "C", "N", "C", "H", "H", "H", "H", "H", "H", "H", "H", "H", "H", "H", "H", "H", "H", "H", "H", "C", "N", "C", "C", "S", "N", "C", "C", "H", "H", "H", "H", "H", "H", "H", "H", "H", "H", "H", "H", "C", "C", "S", "O", "C", "C", "H", "H", "H", "H", "H", "H", "H", "H", "H", "H"], "coordinates": [[-0.7032, -1.9592, -2.5181], [5.1543, -1.8384, -0.7823], [4.1580, -2.0486, -1.8283], [2.8264, -2.0692, -1.7248], [2.2732, -2.1138, -2.9239], [3.3567, -2.1082, -3.7460], [4.5134, -2.0570, -3.1268], [5.2827, -0.3741, -0.4434], [6.2488, 0.4192, -1.0451], [6.3120, 1.7788, -0.7638], [5.4068, 2.3555, 0.1086], [4.4329, 1.5625, 0.7130], [4.3805, 0.2012, 0.4431], [3.4656, 2.1742, 1.6198], [3.3916, 3.3943, 2.0204], [2.2767, 3.4738, 2.8416], [1.7653, 2.2942, 2.8774], [2.4812, 1.3998, 2.1490], [0.5517, 1.8453, 3.5562], [-0.2009, 2.7551, 4.2953], [-1.3787, 2.3356, 4.8871], [-1.8157, 1.0261, 4.7292], [-1.0641, 0.1137, 4.0008], [-1.5534, -1.3093, 3.8618], [-1.1493, -1.9198, 2.6017], [-1.1356, -1.3870, 1.3765], [-0.6283, -2.2450, 0.5098], [-0.3572, -3.3273, 1.2895], [-0.6399, -3.1688, 2.5620], [0.1322, 0.5271, 3.4282], [6.0853, -2.2531, -1.1604], [4.8522, -2.4177, 0.0900], [2.3252, -2.0537, -0.7680], [3.2924, -2.1468, -4.8210], [6.9514, -0.0255, -1.7391], [7.0717, 2.3903, -1.2315], [5.4455, 3.4131, 0.3315], [3.6301, -0.4128, 0.9273], [0.1402, 3.7770, 4.3884], [-1.9709, 3.0340, 5.4626], [-2.7521, 0.7172, 5.1794], [-2.6415, -1.3413, 3.9448], [-1.1466, -1.9543, 4.6400], [-1.4692, -0.3831, 1.1682], [0.0756, -4.2419, 0.9165], [0.7411, -0.1666, 2.8637], [-4.1277, -3.3853, 1.2542], [-4.5646, -3.0792, -0.1029], [-4.8761, -4.2594, -0.8948], [-4.2795, -1.9049, -0.7118], [-4.0289, -1.7884, -2.3688], [-4.2260, -0.8026, 0.0985], [-5.1944, -0.6238, 1.1758], [-3.6798, 0.4391, -0.4179], [-3.4004, -4.2008, 1.2215], [-4.9675, -3.6973, 1.8774], [-3.6509, -2.5226, 1.7061], [-5.4064, -4.9659, -0.2574], [-3.9671, -4.7349, -1.2741], [-5.5007, -3.9891, -1.7401], [-5.8438, -1.4908, 1.2473], [-5.8121, 0.2511, 0.9623], [-4.7052, -0.4692, 2.1417], [-2.7306, 0.2674, -0.9222], [-3.5149, 1.1096, 0.4284], [-4.3597, 0.9250, -1.1241], [-1.3106, 4.3479, -3.3754], [-0.9030, 3.2258, -2.4334], [-0.9061, 1.6097, -3.2268], [-0.4898, 0.6349, -2.1521], [0.5387, 1.7604, -4.2942], [1.8540, 1.9328, -3.5537], [-1.3809, 5.2805, -2.8172], [-2.2832, 4.1516, -3.8265], [-0.5834, 4.5010, -4.1728], [-1.6296, 3.1090, -1.6268], [0.0728, 3.3803, -1.9720], [0.3362, 2.5707, -4.9986], [0.5302, 0.8375, -4.8789], [1.9533, 2.9293, -3.1252], [2.6800, 1.7896, -4.2497], [1.9436, 1.1951, -2.7563]], "lowdin_charge": [1.0134, -0.0686, -0.1180, -0.1779, -0.0364, -0.2091, 0.1231, -0.1966, -0.0184, -0.0475, -0.0071, -0.1333, 0.0251, -0.2874, 0.1288, 0.1291, -0.2897, 0.1251, -0.1268, -0.0056, -0.0488, -0.0290, -0.1975, -0.0627, -0.1328, -0.1741, -0.0051, -0.2213, 0.1248, 0.0252, 0.1309, 0.1329, 0.1233, 0.1107, 0.1205, 0.1129, 0.1201, 0.1211, 0.1210, 0.1132, 0.1181, 0.1217, 0.1394, 0.1361, 0.1120, 0.1248, -0.0460, -0.2074, -0.0836, -0.7882, 0.5800, -0.2198, -0.0422, -0.1153, 0.0952, 0.1009, 0.0574, 0.0941, 0.0906, 0.0664, 0.0904, 0.0994, 0.0850, 0.0329, 0.0937, 0.0922, -0.1201, -0.3879, 0.8917, -0.8323, -0.3807, -0.1154, 0.0842, 0.0804, 0.0700, 0.0880, 0.0901, 0.0885, 0.0858, 0.0746, 0.0848, 0.0634]}

=====

Record 3
{"formula": "C31H32F32NO5", "method": "ωB97M-V/def2-TZVPD", "homo_energy_ev": -12.38, "e_lumo_ev": -3.2, "total_charge": 1, "e_tot_ev": -131346.3359, "largest_force_ev_per_a": 2.2, "symbols": ["C", "C", "C", "C", "C", "C", "C", "N", "C", "C", "O", "C", "C", "H", "H", "H", "H", "H", "H", "H", "H", "H", "H", "H", "H", "H", "H", "H", "H", "C", "C", "C", "F", "F", "F", "F", "O", "C", "C", "F", "F", "F", "F", "H", "H", "H", "H", "C", "C", "C", "F", "F", "F", "F", "O", "C", "C", "F", "F", "F", "F", "H", "H", "H", "H", "C", "C", "C", "F", "F", "F", "F", "O", "C", "C", "F", "F", "F", "F", "H", "H", "H", "H", "C", "C", "C", "F", "F", "F", "F", "O", "C", "C", "F", "F", "F", "F", "H", "H", "H", "H"], "coordinates": [[2.2022, -2.5297, -2.4904], [1.0888, -3.0352, -3.0828], [0.8516, -4.3607, -3.1067], [1.7094, -5.2361, -2.5153], [1.4161, -6.7123, -2.5916], [1.8664, -7.3818, -3.9196], [2.8611, -6.5841, -4.7453], [4.2599, -6.6096, -4.1882], [4.5056, -7.5682, -3.0543], [3.5525, -8.7779, -2.9868], [2.3817, -8.6926, -3.7742], [2.8139, -4.7228, -1.9115], [3.0606, -3.3881, -1.9009], [2.3828, -1.4665, -2.4982], [0.3975, -2.3368, -3.5365], [-0.0412, -4.7099, -3.6130], [0.3398, -6.8473, -2.5058], [1.8418, -7.2110, -1.7199], [0.9880, -7.4766, -4.5546], [2.9082, -7.0590, -5.7248], [2.5533, -5.5615, -4.9393], [4.4489, -5.6677, -3.8250], [4.9395, -6.7423, -4.9390], [5.5172, -7.9487, -3.1849], [4.5323, -7.0147, -2.1253], [3.2458, -8.8697, -1.9391], [4.0637, -9.7056, -3.2267], [3.5236, -5.3771, -1.4127], [3.9489, -3.0133, -1.4065], [2.0868, 0.3835, 3.3220], [2.4865, 1.4474, 2.2820], [1.3674, 2.2589, 1.6284], [0.5229, 1.4792, 0.9177], [1.9068, 3.1505, 0.7641], [3.2704, 0.8773, 1.3353], [3.2606, 2.3510, 2.9428], [2.0305, -0.9778, 2.9036], [0.8955, -1.5302, 2.3509], [1.1429, -2.0069, 0.9176], [1.5254, -0.9866, 0.1225], [0.0023, -2.5265, 0.4036], [-0.1649, -0.7063, 2.4335], [0.5938, -2.6308, 3.0815], [2.8986, 0.3907, 4.0481], [1.1953, 0.6734, 3.8783], [0.7962, 2.8105, 2.3783], [1.9213, -2.7736, 0.9007], [-3.1389, 4.9810, 1.3398], [-3.4627, 6.3515, 0.7160], [-2.4310, 6.9624, -0.2342], [-1.2573, 7.2088, 0.3814], [-2.8993, 8.1509, -0.6858], [-3.7745, 7.2286, 1.6936], [-4.5895, 6.1720, -0.0306], [-2.6372, 4.9558, 2.6725], [-1.2935, 5.0689, 2.9528], [-0.9826, 6.3131, 3.7905], [-1.3516, 7.4336, 3.1409], [0.3508, 6.3752, 4.0115], [-0.5385, 5.0045, 1.8368], [-0.9606, 3.9832, 3.7016], [-4.1030, 4.4809, 1.4225], [-2.5439, 4.3591, 0.6702], [-2.2509, 6.3116, -1.0940], [-1.5083, 6.2689, 4.7466], [-2.3637, -10.1555, 1.0497], [-3.7694, -9.6172, 1.3792], [-4.6422, -9.1428, 0.2146], [-4.0862, -8.0987, -0.4367], [-5.8345, -8.7302, 0.6967], [-3.6703, -8.6496, 2.3168], [-4.4445, -10.6540, 1.9480], [-1.2506, -9.2811, 1.2330], [-0.8223, -8.4207, 0.2544], [-0.9275, -6.9573, 0.6931], [-2.1937, -6.6223, 0.9812], [-0.5058, -6.1607, -0.3268], [-1.4347, -8.6383, -0.9268], [0.5014, -8.6747, 0.0510], [-2.1901, -10.9413, 1.7834], [-2.3338, -10.6509, 0.0792], [-4.8187, -9.9553, -0.4958], [-0.3078, -6.7747, 1.5737], [-1.3518, 10.8961, 0.8442], [-2.5642, 11.6876, 1.3688], [-3.3702, 12.5107, 0.3618], [-2.6301, 13.4838, -0.2031], [-4.4011, 13.1082, 1.0059], [-2.1814, 12.4626, 2.4077], [-3.4316, 10.7599, 1.8688], [-0.0552, 11.4545, 1.0279], [0.4999, 12.3307, 0.1185], [0.7770, 13.7026, 0.7408], [-0.3581, 14.2643, 1.1986], [1.2993, 14.5224, -0.2013], [-0.2367, 12.4240, -1.0062], [1.6982, 11.8125, -0.2446], [-1.3262, 9.9928, 1.4534], [-1.5021, 10.5491, -0.1782], [-3.7798, 11.8693, -0.4237], [1.4826, 13.6072, 1.5690]], "lowdin_charge": [-0.0852, -0.0630, -0.0473, -0.2625, -0.0627, -0.2766, -0.0457, 0.1023, -0.0591, -0.1488, -0.0692, -0.0772, -0.0923, 0.1210, 0.1256, 0.1367, 0.1150, 0.1129, 0.1652, 0.1440, 0.1383, 0.1704, 0.1871, 0.1359, 0.1098, 0.1247, 0.1345, 0.1096, 0.1228, -0.0303, -0.4356, -0.3052, 0.0925, 0.0997, 0.1258, 0.1134, 0.0450, -0.5356, -0.2875, 0.0929, 0.0970, 0.1563, 0.1414, 0.1497, 0.1485, 0.1503, 0.1668, -0.0331, -0.4412, -0.2988, 0.0948, 0.0911, 0.1369, 0.1078, 0.0486, -0.5247, -0.2801, 0.1024, 0.1025, 0.1435, 0.1266, 0.1500, 0.1460, 0.1744, 0.1787, -0.0283, -0.4424, -0.3055, 0.0923, 0.1052, 0.1366, 0.1112, 0.0504, -0.5315, -0.2737, 0.1186, 0.0836, 0.1457, 0.1211, 0.1502, 0.1463, 0.1737, 0.1792, -0.0398, -0.4367, -0.3050, 0.0987, 0.0962, 0.1338, 0.1023, 0.0466, -0.5328, -0.2857, 0.1029, 0.0985, 0.1490, 0.1387, 0.1377, 0.1384, 0.1726, 0.1753]}